Record 1
Density functional theory data (ωB97M-V/def2-TZVPD) for a molecular structure, C26H39N4O3PSe2TeZr at a distorted geometry.

```
! wB97M-V def2-TZVPD RIJCOSX def2/J DEFGRID3
* xyz 2 1
Zr 0.4366 -0.4818 0.6074
C 0.9636 -5.8422 -0.3684
N 1.4488 -4.4750 -0.5383
C 2.5844 -4.3076 -1.4416
C 0.8438 -3.4243 -0.0254
O 1.2046 -2.2474 -0.2682
C -0.3048 -3.6220 0.9542
O -0.5379 -2.3681 1.5763
C -0.5198 -2.3162 3.0035
C -0.3274 -0.8376 3.3014
O -0.5679 -0.0462 2.3362
N -0.0868 -0.4314 4.5202
C 0.1732 0.9801 4.7949
C 0.2127 -1.3869 5.5786
H 1.8009 -6.5252 -0.4807
H 0.2147 -6.0854 -1.1238
H 0.5340 -6.0028 0.6173
H 3.4032 -4.9432 -1.1088
H 2.9141 -3.2748 -1.4250
H 2.3072 -4.5927 -2.4577
H -0.0644 -4.3834 1.6950
H -1.2042 -3.9192 0.4094
H 0.2888 -2.9192 3.4158
H -1.4794 -2.6544 3.4060
H -0.1258 1.5825 3.9451
H 1.2407 1.1192 4.9713
H -0.3863 1.2887 5.6766
H -0.5776 -2.1305 5.6749
H 0.2928 -0.8474 6.5167
H 1.1684 -1.8837 5.3877
Se 1.9285 1.3853 1.4988
P -1.4522 1.3382 -0.0317
Se -1.4797 -0.6095 -1.1807
C -1.8836 2.6160 -1.2676
C -1.3300 3.8839 -1.0810
C -1.6218 4.9055 -1.9734
C -2.4542 4.6589 -3.0557
C -3.0102 3.3992 -3.2374
C -2.7283 2.3755 -2.3460
C -2.9333 1.3214 1.0367
C -3.9310 0.3571 0.9979
C -5.0282 0.4674 1.8412
C -5.1272 1.5303 2.7270
C -4.1291 2.4940 2.7699
C -3.0327 2.3898 1.9301
H -0.6820 4.0688 -0.2306
H -1.2026 5.8913 -1.8189
H -2.6799 5.4529 -3.7554
H -3.6722 3.2153 -4.0735
H -3.1713 1.3968 -2.4777
H -3.8646 -0.4719 0.3050
H -5.8168 -0.2725 1.7966
H -5.9858 1.6100 3.3806
H -4.2097 3.3299 3.4527
H -2.2523 3.1436 1.9578
C 4.0631 1.0263 -2.5629
C 3.2882 0.2872 -1.4508
N 1.8335 0.3545 -1.6924
C 1.4462 1.7536 -1.9540
C 2.0797 2.2711 -3.2649
N 3.1140 1.2809 -3.6893
C 2.4444 0.0054 -4.0801
C 1.5417 -0.4326 -2.9017
H 4.8993 0.4373 -2.9342
H 4.4411 1.9881 -2.2195
H 3.5132 0.7399 -0.4888
H 3.5782 -0.7618 -1.3988
H 1.7593 2.3613 -1.1085
H 0.3659 1.8138 -2.0387
H 2.5529 3.2410 -3.1248
H 1.3471 2.3592 -4.0660
H 3.6301 1.6508 -4.4862
H 3.2189 -0.7258 -4.3056
H 1.8624 0.1777 -4.9833
H 1.6993 -1.4869 -2.6815
H 0.4912 -0.3019 -3.1508
Te 2.7305 -0.9382 2.2677
*
```

Its energy above the lowest of the compared OMol25 structures with the same formula, charge and spin is 0.494 eV. The calculation puts the largest force on an atom at 1.6 eV/A. The total energy is -188244.196 eV. For the frontier orbital gap, the calculation gives 7.02 eV. The calculation puts the HOMO energy at -0.4299 Eh.

***

Record 2
Density functional theory data (ωB97M-V/def2-TZVPD) for 5 unconnected molecules or ions with the total composition C26H39N6 at a distorted geometry.

```
! wB97M-V def2-TZVPD RIJCOSX def2/J DEFGRID3
* xyz 1 1
C 2.7523 -2.1816 0.8013
C 1.4097 -2.9571 1.0507
C 0.0924 -2.1413 1.2170
C 0.0660 -0.5716 1.1547
C -1.3036 0.2477 1.3723
N -2.5322 -0.5160 0.9862
C -3.6671 -0.3366 1.8934
C -4.7420 -1.1970 1.1818
N -4.1547 -1.7934 -0.0046
C -2.7894 -1.3606 -0.1384
C 1.4019 0.2066 0.8801
C 2.7046 -0.6150 0.7172
H 3.7660 -2.6987 0.6997
H 1.4317 -4.0930 1.1184
H -0.8636 -2.7624 1.3874
H -1.3922 0.4443 2.5083
H -1.3116 1.2257 0.7761
H -3.7216 0.2860 2.8422
H -5.8295 -1.3263 1.5389
H -4.5404 -2.4342 -0.7133
H -1.9929 -1.5621 -0.9236
H 1.3683 1.3446 0.8266
H 3.6874 -0.0671 0.5415
C -6.6473 -5.5864 -0.2858
C -5.8187 -6.7880 -0.7280
C -4.3398 -6.4493 -0.9308
C -4.1971 -5.4002 -1.9980
N -4.0833 -4.5726 -2.8543
H -6.6468 -4.7962 -1.0418
H -7.6872 -5.8805 -0.1258
H -6.2636 -5.1686 0.6507
H -6.2386 -7.1858 -1.6571
H -5.9037 -7.5754 0.0263
H -3.7873 -7.3426 -1.2331
H -3.8998 -6.0769 -0.0014
C 2.8647 2.1936 -4.4128
C 4.0071 2.1582 -3.4028
C 3.5893 1.5759 -2.0512
C 2.4962 2.4130 -1.4485
N 1.6351 3.0741 -0.9746
H 2.0481 2.8383 -4.0765
H 3.2161 2.5884 -5.3691
H 2.4630 1.1903 -4.5855
H 4.3909 3.1749 -3.2664
H 4.8244 1.5580 -3.8114
H 4.4435 1.5596 -1.3690
H 3.2302 0.5497 -2.1696
C -4.9264 5.2042 4.7297
C -3.9456 4.0750 5.0278
C -3.7518 3.1266 3.8420
C -5.0633 2.4863 3.4792
N -6.0965 1.9829 3.1946
H -5.9280 4.8224 4.5155
H -5.0111 5.8702 5.5914
H -4.5931 5.7970 3.8724
H -4.3042 3.5138 5.8966
H -2.9784 4.5068 5.3008
H -3.0316 2.3447 4.1002
H -3.3664 3.6698 2.9744
C 7.7977 3.3784 -1.9039
C 8.7691 2.2382 -1.6162
C 8.9362 1.2848 -2.8019
C 7.6135 0.6597 -3.1451
N 6.5714 0.1670 -3.4149
H 6.7886 3.0077 -2.1039
H 7.7322 4.0477 -1.0426
H 8.1264 3.9653 -2.7669
H 8.4156 1.6832 -0.7413
H 9.7448 2.6592 -1.3572
H 9.6496 0.4954 -2.5523
H 9.3161 1.8211 -3.6758
*
```

The calculation puts the largest force on an atom at 7.2 eV/A. The total energy is -36522.361 eV. For the frontier orbital gap, the calculation gives 8.43 eV. The calculation puts the HOMO energy at -0.4225 Eh.

***

Record 3
Density functional theory data (ωB97M-V/def2-TZVPD) for a molecular structure, C26H39NOP2ReSi at a distorted geometry.

```
! wB97M-V def2-TZVPD RIJCOSX def2/J DEFGRID3
* xyz 0 4
Re -0.2171 0.1961 -0.8056
Si 0.2061 -1.8090 -2.0316
P 0.3803 1.3080 -2.7245
N -1.9651 0.4100 -0.9594
H 0.4241 1.6858 -0.3880
C 0.7330 3.0871 -2.5776
H 0.9238 3.5208 -3.5665
H 1.6102 3.2277 -1.9335
H -0.1144 3.5991 -2.1055
C 1.8525 0.8024 -3.6829
H 1.9554 1.4653 -4.5511
H 1.7701 -0.2345 -4.0302
H 2.7519 0.8827 -3.0584
C -0.9325 1.3244 -3.9955
H -0.5874 1.8990 -4.8643
H -1.8368 1.7982 -3.5879
H -1.1885 0.3029 -4.3054
C 1.8356 -2.7062 -2.3034
H 2.2600 -3.0327 -1.3482
H 2.5640 -2.0843 -2.8383
H 1.6211 -3.5994 -2.9098
H -0.6304 -2.8224 -1.3284
H -0.2949 -1.7784 -3.4366
C -3.2998 0.3657 -1.1879
C -5.5723 1.1709 -0.8161
C -4.2059 1.3122 -0.6155
C -3.8227 -0.6615 -2.0277
C -5.1912 -0.7751 -2.2240
C -6.0723 0.1392 -1.6277
H -6.2599 1.8655 -0.3333
H -3.7955 2.1363 -0.0306
H -3.1066 -1.3496 -2.4870
H -5.5739 -1.5870 -2.8402
H -7.1462 0.0411 -1.7967
C 3.1806 0.2572 0.0064
O 2.1594 0.0030 -0.6798
C 3.1125 0.8855 1.3464
H 4.0799 1.3592 1.5651
H 2.9468 0.1184 2.1170
H 2.3152 1.6362 1.4091
C 4.5392 -0.1425 -0.4604
H 5.1602 0.7600 -0.5587
H 4.5282 -0.6843 -1.4110
H 5.0231 -0.7652 0.3058
C -2.1354 -0.9530 2.0008
P -0.4374 -0.4839 1.4832
C -0.2524 1.0128 2.5467
C -0.9637 2.1491 2.1480
C -0.7879 3.3713 2.8046
C 0.0912 3.4524 3.8889
C 0.7614 2.3063 4.3260
C 0.5899 1.0812 3.6655
C 0.5226 -1.8878 2.1848
C 0.1943 -2.5247 3.3924
C 0.8871 -3.6760 3.7955
C 1.9056 -4.2099 2.9979
C 2.2255 -3.5850 1.7891
C 1.5503 -2.4328 1.4085
H -2.8553 -0.2449 1.5627
H -2.2294 -0.9300 3.0951
H -2.3428 -1.9591 1.6085
H -1.6177 2.0887 1.2688
H -1.3377 4.2461 2.4611
H 0.2375 4.4112 4.3934
H 1.4350 2.3679 5.1824
H 1.1074 0.1878 4.0091
H -0.6006 -2.1314 4.0198
H 0.6399 -4.1602 4.7348
H 2.4648 -5.0948 3.3102
H 3.0092 -3.9775 1.1377
H 1.8191 -1.9514 0.4639
*
```

The calculation puts the largest force on an atom at 5.7 eV/A. The total energy is -59715.098 eV. For the frontier orbital gap (spin up / spin down), the calculation gives 4.70 / 6.88 eV. Its expectation value of S² is 3.790. The calculation puts the HOMO energy (spin up / spin down) at -0.1589 / -0.2710 Eh.